This record from the Open Molecules 2025 dataset describes the molecule C6H6N2S. The level of theory is wB97M-V/def2-TZVPD.

Geometry (Å):
C  -2.21202  0.48146  0.64717
C  1.38267  0.78622  1.64809
C  -0.86888  -0.09775  -1.59676
C  1.27654  -0.65892  -0.19060
C  -0.21599  -0.88233  -0.47851
C  -1.19525  0.15391  -0.19075
N  -3.08966  0.73468  1.35499
N  1.57251  -0.37011  1.17170
S  0.65034  2.13091  0.85076
H  1.68865  0.96837  2.67021
H  -0.26030  0.63151  -2.11375
H  -1.63263  -0.55222  -2.21953
H  1.81096  -1.58414  -0.42879
H  1.62621  0.16131  -0.83840
H  -0.53315  -1.90291  -0.28583

Calculated values
* HOMO energy: -9.11 eV
* frontier orbital gap: 6.470 eV
* M: 138.195 g/mol
* maximum force: 3.32 eV/Å